[1]
Below is 33 unconnected molecules or ions with the total composition C5H72ClO36S in a non-equilibrium geometry, with properties calculated with the ωB97M-V functional and the def2-TZVPD basis.

Geometry as XYZ:
```
115
Properties=species:S:1:pos:R:3:lowdin_charge:R:1
O 0.791 -0.507 2.591 -0.16
C 0.362 -1.551 1.869 -0.42
O -1.050 -1.996 2.107 -0.28
C 1.335 -2.252 0.751 -0.11
C 0.526 -2.658 -0.655 -0.18
C -0.260 -1.349 -1.284 -0.20
C 0.795 -0.333 -2.022 -0.24
S 1.108 1.280 -1.121 0.59
O 1.821 2.328 -2.059 -0.45
O 2.064 1.129 0.122 -0.40
Cl -0.744 2.118 -0.533 0.44
H 1.902 -3.187 1.219 0.11
H 2.166 -1.471 0.400 0.08
H -0.220 -3.551 -0.509 0.10
H 1.390 -3.030 -1.391 0.10
H -0.867 -0.727 -0.497 0.09
H -1.072 -1.799 -2.035 0.11
H 0.347 -0.077 -3.077 0.12
H 1.809 -0.902 -2.162 0.12
O 2.217 1.045 -4.866 -0.07
H 3.062 0.616 -5.067 0.04
H 2.418 1.619 -4.112 0.00
O -3.258 4.824 -0.205 -0.05
H -2.412 4.395 -0.406 0.02
H -3.056 5.398 0.549 0.02
O 0.588 -5.642 0.483 -0.05
H 0.815 -6.241 1.210 0.03
H 0.023 -6.178 -0.094 0.04
O 4.121 -3.393 0.460 -0.07
H 4.967 -3.821 0.259 0.01
H 4.323 -2.819 1.214 0.04
O 0.906 -4.569 -2.967 -0.06
H 0.351 -4.647 -3.757 0.01
H 1.765 -4.920 -3.249 0.05
O 4.455 -3.704 -2.671 -0.07
H 5.417 -3.721 -2.555 0.02
H 4.122 -3.395 -1.815 0.00
O -1.525 -3.980 -5.101 -0.05
H -1.803 -4.818 -5.501 0.05
H -2.116 -3.323 -5.499 0.06
O 6.898 -4.148 0.699 -0.06
H 7.744 -4.577 0.499 0.05
H 7.100 -3.574 1.454 0.02
O -3.133 7.597 1.493 -0.04
H -2.583 8.395 1.495 0.06
H -4.037 7.936 1.584 0.07
O 7.196 -1.339 2.031 -0.05
H 7.746 -0.542 2.032 0.05
H 6.293 -1.001 2.121 0.05
O 1.032 -3.119 -6.141 -0.07
H 0.312 -3.660 -5.785 -0.01
H 1.148 -2.419 -5.481 0.05
O -1.239 1.923 2.856 -0.08
H -0.965 2.188 3.747 0.01
H -0.988 0.988 2.803 0.02
O -2.989 -3.334 -1.439 -0.06
H -3.910 -3.490 -1.697 0.03
H -3.057 -2.731 -0.683 0.05
O -1.448 -2.497 -7.938 -0.06
H -0.479 -2.471 -7.915 0.03
H -1.703 -1.571 -8.066 0.06
O -0.519 2.872 -3.379 -0.13
H 0.449 2.897 -3.356 -0.01
H -0.775 3.798 -3.506 0.04
O 0.866 1.843 4.997 -0.06
H 0.856 1.022 4.482 0.03
H 1.798 1.960 5.232 0.04
O 4.005 -0.762 -0.817 -0.08
H 4.639 -0.760 -0.084 0.03
H 3.476 0.037 -0.671 -0.02
O -2.320 3.831 5.766 -0.04
H -2.875 3.752 4.976 0.02
H -1.461 3.480 5.484 0.02
O 3.103 0.237 5.666 -0.06
H 3.330 -0.362 6.393 0.05
H 2.538 -0.300 5.089 0.04
O -1.001 6.509 3.391 -0.06
H -1.764 6.630 2.806 -0.02
H -0.256 6.391 2.783 0.02
O -5.600 5.043 -2.643 -0.07
H -4.966 5.045 -1.911 0.00
H -6.129 5.842 -2.497 0.03
O -1.916 6.524 7.211 -0.08
H -1.926 5.704 6.695 -0.01
H -0.983 6.642 7.445 0.03
O 0.308 3.303 7.486 -0.07
H 0.509 2.630 6.819 0.00
H -0.424 3.806 7.098 0.00
O -0.213 6.721 0.553 -0.05
H 0.337 7.519 0.555 0.06
H -1.117 7.060 0.644 0.00
O -4.357 1.757 -0.415 -0.06
H -3.807 2.555 -0.414 -0.02
H -5.261 2.095 -0.324 0.03
O -2.515 -0.243 4.660 -0.08
H -2.314 -0.917 3.993 0.01
H -3.248 0.259 4.272 0.03
O -6.372 3.958 1.751 -0.05
H -5.574 4.212 1.263 0.00
H -6.290 2.998 1.850 0.05
O -3.383 3.724 2.929 -0.06
H -3.939 3.646 2.139 0.00
H -2.525 3.373 2.647 0.01
O -2.685 -5.373 -7.863 -0.07
H -2.045 -4.648 -7.808 0.00
H -3.295 -5.094 -8.562 0.04
O 1.305 -4.292 3.890 -0.07
H 0.944 -5.160 3.656 0.03
H 0.597 -3.673 3.657 0.02
O 6.504 -3.980 -4.746 -0.07
H 6.142 -4.848 -4.980 0.04
H 5.796 -3.360 -4.978 0.04
O -3.939 -6.596 -1.703 -0.07
H -3.389 -5.798 -1.702 0.01
H -4.843 -6.258 -1.613 0.03
```

Results
DFT total energy, a.u.: -3800.62056
LUMO level, eV: 1.0
Highest occupied orbital energy, eV: -5.15
Max |F|, eV Å⁻¹: 7.15
Gap between HOMO and LUMO, eV: 6.12
Net charge: -1
Spin multiplicity: 1

***

[2]
Below is a single C5H7BO molecule in a non-equilibrium geometry, with properties calculated with the ωB97M-V functional and the def2-TZVPD basis.

Geometry as XYZ:
```
14
Properties=species:S:1:pos:R:3:nbo_charge:R:1
B -0.059 1.558 0.783 0.82
C -0.187 -1.859 -0.105 -0.26
C -0.946 -0.827 0.181 -0.18
C 1.016 -1.380 -0.875 -0.22
C -0.332 0.401 -0.407 -0.61
C 0.915 -0.060 -1.128 -0.20
O -1.057 2.058 1.516 -0.88
H 1.190 1.701 0.968 -0.11
H -0.137 -2.923 0.066 0.22
H -1.950 -0.656 0.618 0.22
H 1.822 -1.984 -1.101 0.20
H -1.151 0.847 -1.007 0.26
H 1.695 0.358 -1.705 0.22
H -0.817 2.766 2.196 0.51
```

Results
DFT total energy, a.u.: -294.78803
LUMO level, eV: 0.5
Highest occupied orbital energy, eV: -8.52
Max |F|, eV Å⁻¹: 3.34
Gap between HOMO and LUMO, eV: 9.00
ΔE to the lowest compared entry with this formula, charge and spin, kJ/mol: 70.03
Spin multiplicity: 1